1.
Below is a molecular structure, C24H22N3O7PdTe, with properties calculated with ωB97M-V with the def2-TZVPD basis set.

The geometry in XYZ format:
```
58
Properties=species:S:1:pos:R:3:forces:R:3:mulliken_charge:R:1
Te 1.480 -0.808 0.694 0.5 -0.4 0.1 0.208
Pd -0.929 -0.330 -0.232 -0.3 0.6 -0.5 -0.187
O -2.323 4.961 4.747 0.2 0.0 -0.1 -0.656
O -0.318 3.931 -1.856 -0.4 -0.1 -0.1 -0.600
O -1.787 -0.007 2.014 0.1 0.1 0.0 -0.717
O -2.105 6.601 3.376 0.2 -0.1 -0.1 -0.651
O -0.458 5.884 -0.980 -0.5 -0.2 0.0 -0.665
O 0.345 0.452 2.553 -0.3 0.2 0.2 -0.718
O -0.353 1.812 -0.250 -0.2 -0.1 0.1 -0.870
N -2.015 5.416 3.655 -0.4 -0.1 0.0 1.017
N -0.575 4.661 -0.922 1.2 0.1 0.4 1.007
N -1.271 -4.312 -0.715 0.0 0.0 0.1 -0.094
C 5.230 -0.909 -1.238 0.0 0.0 0.0 -0.701
C 6.368 0.790 0.029 -0.1 0.0 0.0 -0.517
C 6.409 -0.277 -0.858 -0.1 0.0 0.0 -0.531
C -0.867 4.066 0.388 -0.2 -0.1 -0.2 -0.558
C -3.709 -2.969 -2.298 -0.1 0.0 0.0 -0.486
C -1.463 3.118 2.931 -0.1 0.1 0.2 -0.375
C -3.755 -0.431 -1.189 -0.1 -0.1 -0.1 -0.138
C 5.149 1.219 0.541 0.0 0.0 0.0 -0.714
C -1.641 -3.823 0.609 0.0 -0.2 -0.2 -0.861
C 3.967 0.594 0.161 0.0 0.0 0.0 0.574
C 2.685 -1.110 -1.095 0.0 0.1 0.0 -1.214
C -1.283 -3.265 -1.734 -0.3 -0.1 0.0 -0.166
C 0.038 -4.937 -0.686 -0.1 0.0 0.0 -0.890
C 2.619 0.991 0.700 0.1 0.0 -0.1 -0.945
C -2.545 -2.440 -1.744 0.0 0.0 -0.1 0.781
C -0.740 2.657 0.629 0.0 0.1 -0.2 1.619
C 4.005 -0.476 -0.742 0.0 0.0 0.0 0.733
C -0.837 0.780 2.241 0.2 -0.4 0.1 -0.353
C -4.888 -2.237 -2.308 0.0 -0.1 0.0 -0.525
C -1.270 4.948 1.377 0.0 0.2 -0.1 -0.220
C -4.909 -0.962 -1.757 0.0 0.0 0.0 -0.582
C -1.052 2.246 1.975 0.1 0.0 -0.2 0.633
C -2.569 -1.160 -1.191 0.0 -0.1 0.3 -0.451
C -1.574 4.483 2.628 0.0 0.0 0.2 -0.508
H -1.351 5.998 1.151 0.0 0.1 0.0 0.631
H 2.191 -0.569 -1.904 0.0 0.0 0.0 0.399
H -5.825 -0.380 -1.761 0.0 0.0 0.0 0.376
H 2.780 -2.155 -1.385 0.0 0.0 0.1 0.460
H -3.790 0.556 -0.743 0.0 0.0 0.0 0.451
H -1.498 -4.625 1.335 0.0 0.0 0.0 0.373
H -2.683 -3.513 0.631 0.0 0.0 0.0 0.291
H 5.114 2.043 1.245 0.0 0.0 0.0 0.435
H -3.687 -3.972 -2.718 0.0 0.1 0.0 0.393
H 5.261 -1.748 -1.926 0.0 0.0 0.0 0.405
H -1.040 -2.967 0.936 0.2 0.2 0.0 0.266
H 0.034 -5.787 -0.002 0.0 0.0 0.0 0.333
H -0.428 -2.589 -1.600 0.2 0.2 0.1 -0.216
H 2.086 1.687 0.051 0.0 0.0 0.0 0.247
H -5.788 -2.661 -2.742 0.1 0.0 0.0 0.351
H 7.359 -0.623 -1.249 0.0 0.0 0.0 0.372
H 7.284 1.279 0.334 0.0 0.0 0.0 0.377
H 0.828 -4.241 -0.360 0.1 0.1 0.0 0.230
H -1.689 2.777 3.932 0.0 0.0 0.0 0.593
H 2.642 1.387 1.709 0.0 0.0 0.1 0.603
H -1.158 -3.752 -2.705 0.1 0.0 0.0 0.633
H 0.300 -5.297 -1.683 0.0 0.0 0.0 0.319
```
Forces are in eV/Å.

Calculated values
Calculated total energy = -54815.7084 eV
Energy relative to the best compared isomer or geometry (same formula, charge and spin) = 13.4 kcal/mol
Molar mass = 698.47 g mol⁻¹
Net charge = -1
Highest occupied orbital energy (alpha / beta) = -5.6 / -5.6 eV
2S+1 = 3

=====

2.
Below is C5H13N in the gas phase, with properties calculated with ωB97M-V with the def2-TZVPD basis set.

The geometry in XYZ format:
```
19
Properties=species:S:1:pos:R:3:forces:R:3:mulliken_charge:R:1
N -0.060 -0.612 -0.452 0.7 1.2 -0.4 -0.336
C -0.324 0.820 -0.022 0.0 -1.6 0.5 0.453
C -1.853 0.973 0.133 1.0 -4.6 1.2 -1.398
C 0.167 1.831 -1.020 0.6 -0.4 -0.9 -1.342
C 1.262 -1.182 -0.057 -1.7 0.6 2.1 -0.432
C 0.921 -2.048 1.189 -4.0 2.5 -1.0 -1.253
H -0.085 -2.554 1.159 0.8 0.4 -0.9 0.297
H -0.209 -0.743 -1.468 0.1 0.5 0.8 0.227
H -0.644 1.949 -1.729 0.0 0.6 -0.3 0.336
H 0.704 -1.414 2.045 1.0 0.1 0.4 0.280
H 1.064 1.594 -1.624 -0.3 -0.3 0.6 0.363
H 0.144 0.995 1.002 -0.4 -0.6 -1.3 0.277
H -2.218 -0.083 0.500 0.5 1.9 -0.7 0.300
H 1.629 -1.778 -0.864 0.5 -0.3 -0.4 0.452
H 0.395 2.722 -0.496 -0.1 1.3 0.2 0.352
H -2.147 1.615 0.883 -0.6 1.9 1.4 0.384
H 1.559 -2.795 1.268 3.5 -3.2 1.3 0.484
H 2.040 -0.436 0.322 -0.9 -0.6 -1.1 0.192
H -2.344 1.147 -0.769 -0.8 0.5 -1.6 0.365
```
Forces are in eV/Å.

Calculated values
Calculated total energy = -6884.4859 eV
Energy relative to the best compared isomer or geometry (same formula, charge and spin) = 39.5 kcal/mol
Molar mass = 87.17 g mol⁻¹
Net charge = 0
SMILES string = CCNC(C)C
Highest occupied orbital energy = -8.4 eV

=====

3.
Below is C8H14N2O in the gas phase, with properties calculated with ωB97M-V with the def2-TZVPD basis set.

The geometry in XYZ format:
```
25
Properties=species:S:1:pos:R:3:forces:R:3:mulliken_charge:R:1
O 0.874 1.718 -0.251 -0.8 1.5 -0.7 -0.472
N 1.105 -0.559 -0.113 -0.7 -0.3 -0.2 1.059
N 2.045 -1.450 -0.107 -0.3 -2.3 -0.1 -1.336
C -2.464 -1.113 0.291 4.4 -1.7 -1.7 -1.743
C -0.134 -0.834 -0.371 -1.5 0.9 -0.5 -0.823
C 3.307 -0.914 0.208 1.0 1.9 0.2 -0.293
C 1.518 0.768 -0.025 4.1 -0.1 1.9 0.313
C -1.403 0.973 1.007 1.0 1.1 -0.2 -1.615
C -2.082 0.668 -1.391 3.1 0.7 0.0 -1.505
C 3.013 0.610 0.365 0.8 1.7 1.8 -0.677
C -1.369 -0.053 -0.124 -3.0 1.5 -0.8 1.920
H -0.916 0.478 1.848 -0.5 0.3 0.6 0.407
H 3.275 0.973 1.419 -1.1 -0.5 -1.1 0.249
H -2.456 1.158 1.078 -0.6 0.0 1.1 0.495
H -2.199 -2.018 -0.335 -0.9 0.7 0.6 0.365
H -3.406 -0.784 0.092 -2.6 0.9 -0.3 0.513
H 3.797 -1.481 1.088 -0.7 1.2 -1.3 0.298
H -2.265 -1.390 1.286 -0.3 -0.4 1.5 0.450
H 3.606 1.372 -0.196 -0.3 -1.1 -0.2 0.331
H 3.974 -0.910 -0.655 0.3 -0.9 0.0 0.235
H -0.971 2.025 0.906 -0.2 -1.7 -0.4 0.274
H -2.302 -0.063 -2.125 0.2 -0.9 -1.0 0.452
H -3.028 1.204 -1.334 0.0 0.1 1.2 0.351
H -1.294 1.391 -1.768 -1.1 -0.8 0.0 0.323
H -0.224 -1.772 -0.795 -0.4 -1.9 -0.5 0.430
```
Forces are in eV/Å.

Calculated values
Calculated total energy = -13546.6232 eV
Energy relative to the best compared isomer or geometry (same formula, charge and spin) = 93.2 kcal/mol
Molar mass = 154.21 g mol⁻¹
Net charge = 0
Highest occupied orbital energy (alpha / beta) = -7.7 / -7.3 eV

=====

4.
Below is 2 unconnected molecules or ions with the total composition C3H7NO2, with properties calculated with ωB97M-V with the def2-TZVPD basis set.

The geometry in XYZ format:
```
13
Properties=species:S:1:pos:R:3:forces:R:3:mulliken_charge:R:1
O -1.839 0.262 -2.641 -0.7 -1.4 0.0 -0.657
O 1.351 -1.071 1.446 0.7 0.0 2.2 -0.541
N 0.943 0.878 -1.184 -0.1 -0.4 -0.7 -0.421
C 0.560 0.103 -0.428 0.4 1.3 1.7 0.117
C -0.547 0.404 1.843 -1.4 0.4 -0.9 -1.218
C 0.186 -0.475 0.900 -0.4 -2.9 -0.9 0.589
H -1.403 1.095 -2.675 0.8 0.9 0.0 0.329
H -0.485 -0.006 2.834 -0.3 -0.4 0.4 0.355
H -0.523 -1.295 0.631 0.4 0.2 0.3 0.097
H -1.604 0.481 1.482 0.8 0.1 0.6 0.325
H 1.385 -1.070 2.474 -0.5 0.2 -2.8 0.337
H -0.103 1.358 1.871 0.4 1.4 0.1 0.373
H -1.155 -0.423 -2.667 -0.1 0.6 0.0 0.314
```
Forces are in eV/Å.

Calculated values
Calculated total energy = -8808.3688 eV
Energy relative to the best compared isomer or geometry (same formula, charge and spin) = 49.8 kcal/mol
Molar mass = 89.09 g mol⁻¹
Net charge = 0
SMILES string = C[C@H](O)C#N.O
Highest occupied orbital energy = -11.1 eV

=====

5.
Below is a molecular structure, C55H48ClInNO6P3S3, with properties calculated with ωB97M-V with the def2-TZVPD basis set.

The geometry in XYZ format:
```
118
Properties=species:S:1:pos:R:3:forces:R:3:mulliken_charge:R:1
In -0.393 -0.618 0.018 -1.0 -0.3 1.1 1.537
Cl 1.192 -0.762 3.414 -0.1 -1.0 1.4 -0.230
S -2.753 0.837 -0.608 0.0 -0.6 0.5 -0.639
S -1.155 -2.732 1.539 -1.0 -0.3 -0.2 -0.392
S 0.404 2.331 -5.311 -0.6 -0.4 0.3 1.413
P -2.532 -1.716 2.751 1.2 4.2 -2.6 0.890
P 2.545 -1.602 -0.898 -1.1 0.9 0.7 1.185
P -3.149 1.190 1.417 2.1 -4.2 0.8 0.926
O -0.663 -1.544 -1.953 0.0 0.3 -0.7 -0.456
O -0.732 3.221 -5.149 0.5 -0.7 -0.2 -0.770
O 1.449 2.905 -0.352 0.4 0.1 -0.1 -0.734
O 0.703 0.921 -0.992 1.9 0.3 -0.3 0.249
O -1.228 -3.131 -3.388 0.0 1.3 -0.8 -0.755
O 0.734 1.857 -6.640 -0.2 0.5 0.2 -0.746
N 0.396 0.952 -4.392 0.3 1.7 0.4 0.251
C -1.098 -1.924 -3.129 0.2 -0.5 1.8 0.247
C -4.194 -2.355 2.673 -0.9 -1.6 0.5 0.475
C -2.556 3.642 0.620 0.0 1.1 -0.2 -0.789
C -1.236 -3.996 5.774 0.0 0.1 0.5 -0.737
C 1.943 -3.438 -4.363 0.7 -0.6 -0.7 -0.872
C 2.800 -2.083 -2.597 1.0 -0.3 -0.7 0.677
C 3.792 -1.560 -3.448 -0.5 0.0 0.1 -0.236
C 4.941 -0.290 -0.715 0.5 0.2 0.0 -0.684
C -0.169 -0.271 -4.896 -0.3 -0.8 -0.1 -0.059
C -2.387 2.781 1.675 0.1 0.1 0.5 0.264
C 3.869 -1.995 -4.773 -0.3 0.0 0.5 -0.559
C -5.106 2.147 2.996 -0.3 0.6 0.4 -0.597
C 3.124 1.234 -0.446 -1.5 0.5 0.4 -0.008
C 3.025 2.688 -4.919 0.2 -0.8 0.1 -0.690
C -6.403 2.360 3.430 0.1 -0.3 0.1 -0.587
C -1.192 5.231 1.741 1.3 0.3 0.4 -0.463
C -1.420 -0.773 -4.131 0.2 -0.6 0.1 -0.540
C -1.948 4.898 0.640 -0.7 -0.2 -0.3 -0.712
C -4.987 -2.458 3.838 1.4 0.9 -0.7 -0.526
C -6.050 -3.211 1.395 -0.9 -0.1 0.7 -0.524
C -2.498 -0.010 2.447 -0.6 -0.5 0.3 -0.986
C 1.625 4.318 -3.804 -0.7 -0.7 0.0 -0.395
C 4.125 3.181 -4.254 0.4 0.4 0.2 -0.447
C -6.877 -3.123 2.535 0.4 -0.2 -0.7 -0.513
C 4.352 -5.111 0.320 0.4 0.1 -0.1 -0.630
C 3.855 -4.100 -0.493 -0.8 0.1 -0.6 -0.120
C -4.866 1.496 1.800 -1.0 0.1 -1.3 0.467
C -7.471 1.913 2.678 -0.5 -0.3 -0.5 -0.484
C -1.763 -3.535 4.571 0.3 -0.5 0.1 -0.494
C -0.987 -3.041 6.777 0.0 -0.4 0.1 -0.373
C 2.914 -2.917 -5.220 0.3 0.3 -1.2 -0.374
C 4.215 -3.596 2.196 0.5 0.1 -0.9 -0.806
C 0.922 -0.049 1.886 -0.3 0.8 -2.6 0.063
C -1.648 3.141 2.802 -0.1 -0.6 0.2 0.295
C 1.663 1.725 -0.593 -1.5 -0.2 0.1 0.676
C -1.286 -1.694 6.580 0.2 0.2 1.9 -0.541
C 5.862 0.743 -0.522 -0.9 0.0 -0.2 -1.134
C 1.768 3.166 -4.579 0.3 0.6 -0.8 -0.226
C 1.975 -3.129 -3.028 -0.1 0.6 0.7 -0.674
C 3.563 -0.069 -0.648 0.7 -0.4 -0.6 0.472
C -1.800 -1.254 5.393 -0.6 0.7 -0.6 0.255
C -7.250 1.308 1.448 0.8 -0.3 -0.5 -0.562
C 3.970 4.201 -3.301 -0.1 -0.6 -0.4 1.250
C -1.990 -2.174 4.384 -0.1 -0.5 0.1 -0.195
C -0.988 4.347 2.810 -0.4 0.7 0.2 -0.617
C 4.015 2.239 -0.048 0.4 -0.4 -0.2 -0.979
C 5.371 2.000 -0.147 0.7 0.3 0.5 -0.486
C 3.496 -2.852 0.008 0.8 0.1 0.5 0.216
C 3.773 -2.568 1.354 -0.1 -1.0 0.2 -0.397
C 5.199 4.712 -2.617 0.5 0.7 -0.1 -1.550
C -5.947 1.100 0.978 0.3 0.0 0.8 -0.194
C 4.569 -4.864 1.669 -0.5 0.9 0.5 -0.542
C -4.717 -2.869 1.485 1.1 -0.3 -0.8 -0.248
C -6.302 -2.812 3.755 -0.6 0.0 0.0 -0.479
C 2.703 4.762 -3.084 1.6 0.7 0.9 -0.417
H -0.405 4.643 3.698 -0.2 -0.1 -0.6 0.355
H -1.053 -5.075 5.974 -0.1 0.9 -0.3 0.311
H 0.481 0.926 2.044 0.2 0.4 0.0 0.206
H 6.907 0.594 -0.712 0.4 -0.1 0.2 0.457
H 4.491 -0.818 -3.049 -0.3 -0.2 -0.4 0.342
H 3.621 -1.560 1.720 -0.2 -0.1 0.3 0.242
H 4.577 -6.069 -0.151 0.1 0.1 0.3 0.395
H 6.048 2.829 0.131 -0.2 -0.6 -0.3 0.437
H -7.939 -3.347 2.493 0.1 -0.1 -0.2 0.356
H 4.907 5.415 -1.824 0.3 -0.2 -0.2 0.344
H 2.938 -3.208 -6.297 -0.2 0.2 1.0 0.257
H -6.545 2.826 4.387 -0.2 0.2 0.3 0.392
H 5.819 3.913 -2.176 -0.4 0.3 -0.2 0.238
H -4.302 2.571 3.601 0.0 -0.4 -0.3 0.249
H -1.979 -4.219 3.737 0.2 0.3 0.5 0.288
H 5.227 -1.309 -0.988 0.4 0.4 0.3 0.566
H -8.068 0.962 0.828 -0.2 0.1 0.1 0.367
H 1.367 -3.654 -2.284 -0.3 0.4 -0.5 0.402
H -0.608 -3.357 7.753 0.0 0.0 -0.3 0.330
H -0.622 6.156 1.760 -0.2 0.1 -0.1 0.309
H -2.099 -1.189 -4.884 -0.1 0.1 0.3 0.381
H -3.199 3.313 -0.190 0.3 0.3 -0.1 0.338
H 3.671 3.198 0.339 -0.3 -0.3 -0.5 0.444
H 4.649 -1.568 -5.413 -0.4 -0.4 0.0 0.361
H 3.651 -4.290 -1.554 0.2 -0.1 0.5 0.246
H 2.655 5.539 -2.280 -0.3 -0.6 -1.0 0.132
H -1.620 2.478 3.672 0.2 -0.1 -0.5 0.231
H -6.880 -2.816 4.660 -0.4 -0.1 0.3 0.386
H -0.414 -0.089 -5.945 0.0 -0.2 0.1 0.685
H 0.613 -1.042 -4.874 -0.1 0.0 -0.1 -0.393
H -2.141 -0.219 5.230 0.5 -0.5 -0.1 0.185
H -2.115 5.592 -0.193 0.3 -0.3 0.4 0.369
H -6.463 -3.585 0.464 0.1 0.1 0.0 0.395
H -1.195 -0.988 7.442 0.1 -0.6 -0.8 0.292
H 3.137 1.897 -5.674 -0.2 0.3 0.5 0.420
H 0.680 4.834 -3.759 -0.3 -0.3 0.3 0.470
H 1.209 -4.137 -4.728 -0.1 -0.1 -0.1 0.441
H -3.998 -3.107 0.655 -0.9 0.7 0.7 0.252
H -8.505 1.986 2.994 0.1 0.3 0.3 0.350
H -1.884 0.064 -3.583 0.0 -0.4 -0.2 0.147
H 4.320 -3.378 3.249 0.2 -0.1 0.1 0.434
H 5.832 5.260 -3.370 -0.5 -0.4 0.8 0.395
H 0.374 1.102 -3.379 -0.1 0.0 -0.1 -0.249
H 5.001 -5.597 2.347 -0.2 -0.1 -0.2 0.341
H -5.745 0.597 0.022 -0.1 0.3 0.5 0.371
H 1.895 0.022 1.398 0.0 0.3 0.2 -0.504
H -4.532 -2.192 4.786 -0.1 0.0 0.0 0.308
H 5.133 2.775 -4.441 -0.6 0.2 0.0 0.293
```
Forces are in eV/Å.

Calculated values
Calculated total energy = -149659.4038 eV
Energy relative to the best compared isomer or geometry (same formula, charge and spin) = 0.0 kcal/mol
Molar mass = 1158.38 g mol⁻¹
Net charge = -2
Highest occupied orbital energy = -1.3 eV